# C18H24NO4P

The molecule C18H24NO4P (the ωB97M-V functional and the def2-TZVPD basis, the Open Molecules 2025 dataset).

Each atom is followed by the atoms it is bonded to, with distances in Å.
Atoms and positions in Å:
1 C -3.105 -2.084 1.649  C2 1.517, H25 1.087, H26 1.088, H27 1.088
2 C -2.341 -0.857 2.111  C1 1.517, O3 1.421, H28 1.096, H29 1.098
3 O -1.070 -0.679 1.499  C2 1.421, P4 1.610
4 P -0.532 -1.318 0.123  O3 1.610, O5 1.478, C6 1.802, C15 1.887
5 O -0.606 -2.792 0.055  P4 1.478
6 C 1.157 -0.689 0.106  P4 1.802, C7 1.387, C14 1.385
7 C 1.906 -0.926 -1.038  C6 1.387, C8 1.378, H30 1.082
8 C 3.224 -0.534 -1.116  C7 1.378, C9 1.405, H31 1.077
9 C 3.849 0.114 -0.037  C8 1.405, N10 1.372, C13 1.405
10 N 5.151 0.540 -0.115  C9 1.372, C11 1.443, C12 1.443
11 C 5.955 0.197 -1.263  N10 1.443, H32 1.088, H33 1.092, H34 1.096
12 C 5.831 0.986 1.078  N10 1.443, H35 1.096, H36 1.087, H37 1.093
13 C 3.080 0.331 1.118  C9 1.405, C14 1.379, H38 1.078
14 C 1.760 -0.063 1.184  C6 1.385, C13 1.379, H39 1.079
15 C -1.531 -0.672 -1.342  P4 1.887, O16 1.394, C17 1.497, H40 1.103
16 O -2.181 -1.760 -1.920  C15 1.394, H41 0.975
17 C -2.470 0.403 -0.891  C15 1.497, C18 1.382, C22 1.402
18 C -3.844 0.281 -0.979  C17 1.382, C19 1.387, H42 1.079
19 C -4.668 1.291 -0.507  C18 1.387, C20 1.381, H43 1.079
20 C -4.111 2.424 0.053  C19 1.381, C21 1.388, H44 1.080
21 C -2.733 2.567 0.138  C20 1.388, C22 1.386, H45 1.079
22 C -1.906 1.560 -0.336  C17 1.402, C21 1.386, O23 1.363
23 O -0.544 1.573 -0.313  C22 1.363, C24 1.406
24 C 0.105 2.669 0.281  O23 1.406, H46 1.094, H47 1.095, H48 1.089
25 H -2.509 -2.979 1.809  C1 1.087
26 H -4.034 -2.162 2.209  C1 1.088
27 H -3.335 -2.003 0.589  C1 1.088
28 H -2.137 -0.922 3.186  C2 1.096
29 H -2.936 0.046 1.921  C2 1.098
30 H 1.447 -1.439 -1.871  C7 1.082
31 H 3.771 -0.744 -2.020  C8 1.077
32 H 6.936 0.657 -1.167  C11 1.088
33 H 5.495 0.580 -2.176  C11 1.092
34 H 6.090 -0.886 -1.365  C11 1.096
35 H 5.810 0.227 1.868  C12 1.096
36 H 6.870 1.204 0.843  C12 1.087
37 H 5.375 1.902 1.461  C12 1.093
38 H 3.514 0.812 1.979  C13 1.078
39 H 1.189 0.112 2.082  C14 1.079
40 H -0.808 -0.237 -2.053  C15 1.103
41 H -1.822 -2.559 -1.492  O16 0.975
42 H -4.257 -0.610 -1.425  C18 1.079
43 H -5.740 1.188 -0.576  C19 1.079
44 H -4.746 3.213 0.428  C20 1.080
45 H -2.321 3.462 0.577  C21 1.079
46 H -0.172 2.775 1.335  C24 1.094
47 H -0.117 3.600 -0.251  C24 1.095
48 H 1.170 2.454 0.210  C24 1.089

Calculated values
Charge: 0
Strongest force on any atom in eV Å⁻¹: 1.0
Calculated total energy in eV: -38025.531
2S+1: 1
Energy relative to the best compared isomer or geometry (same formula, charge and spin) in eV: 0.000
Highest occupied orbital energy in eV: -7.85

Atomic partial charges in e from the Löwdin method, atoms 1 to 8:
1. C -0.0699
2. C -0.2479
3. O -0.2311
4. P 0.7228
5. O -0.2842
6. C -0.2677
7. C -0.0685
8. C -0.0156